1.
Computed, not measured: a cluster of 4 separate species, C6H18BBrNO4P in total in a non-equilibrium geometry, with wB97M-V/def2-TZVPD.

The geometry in XYZ format:
```
32
Properties=species:S:1:pos:R:3
C -4.416 0.248 0.520
P -3.164 -0.592 -0.605
C -3.072 0.345 -2.243
B -1.418 -0.647 0.157
Br -0.217 -2.126 -0.445
N -0.835 0.310 1.138
C -1.193 1.459 0.806
O -1.799 2.448 0.747
H -4.111 0.309 1.601
H -4.640 1.284 0.131
H -5.365 -0.359 0.478
H -4.124 0.593 -2.562
H -2.543 -0.321 -2.976
H -2.459 1.281 -2.082
C 1.934 2.708 -1.793
O 0.915 1.839 -2.272
H 1.815 3.680 -2.268
H 1.845 2.824 -0.709
H 2.916 2.301 -2.043
H 1.040 0.986 -1.837
C 1.740 -5.861 0.501
O 2.131 -4.692 -0.205
H 2.358 -6.693 0.166
H 1.885 -5.714 1.574
H 0.690 -6.086 0.295
H 1.573 -3.970 0.107
C 3.373 2.633 2.371
O 2.630 1.423 2.425
H 4.307 2.493 2.913
H 3.594 2.888 1.331
H 2.803 3.441 2.838
H 1.809 1.569 1.941
```

As for the SMILES: CP(C)B(Br)N=C=O.CO.CO.CO. The calculation puts the gap between HOMO and LUMO at 7.83 eV. The LUMO energy is -0.61 eV. For the largest force on an atom, the calculation gives 0.0628 Eh/bohr. The spin multiplicity is 1.

2.
Computed, not measured: a structure of composition C6H18BF4KO3, with wB97M-V/def2-TZVPD.

The geometry in XYZ format:
```
33
Properties=species:S:1:pos:R:3
K 0.565 -0.186 -0.283
B 1.607 -3.198 -0.700
F 1.085 -2.255 -1.654
F 0.542 -3.837 -0.079
F 2.489 -4.094 -1.288
F 2.335 -2.378 0.234
C -0.961 0.635 3.954
C -1.265 0.787 2.474
O -1.445 -0.493 1.845
H -0.772 1.613 4.407
H -0.072 0.028 4.106
H -1.816 0.199 4.469
H -0.478 1.324 1.935
H -2.166 1.391 2.317
H -2.315 -0.783 2.134
C 3.092 3.786 -1.090
C 3.346 2.411 -0.474
O 2.185 1.885 0.206
H 3.429 4.596 -0.444
H 2.015 3.931 -1.230
H 3.536 3.890 -2.077
H 4.177 2.437 0.233
H 3.602 1.686 -1.242
H 1.945 2.534 0.874
C -3.309 -2.052 -2.761
C -2.177 -1.894 -1.769
O -2.094 -0.561 -1.242
H -3.255 -3.035 -3.229
H -3.241 -1.294 -3.541
H -4.278 -1.952 -2.267
H -1.217 -2.086 -2.244
H -2.278 -2.619 -0.957
H -2.810 -0.418 -0.618
```

The calculation puts the gap between HOMO and LUMO at 10.38 eV. Its energy relative to the best compared isomer or geometry (same formula, charge and spin) is 7.6 kcal per mole. The LUMO energy is -0.35 eV. For the largest force on an atom, the calculation gives 0.0158 Eh/bohr. The spin multiplicity is 1.

3.
Computed, not measured: a cluster of 4 separate species, C6H18BrO3 in total in a non-equilibrium geometry, with wB97M-V/def2-TZVPD.

The geometry in XYZ format:
```
28
Properties=species:S:1:pos:R:3
Br -2.481 2.355 0.692
C -2.665 -4.328 1.348
C -3.609 -3.914 2.501
O -4.679 -3.224 1.935
H -2.549 -3.559 0.584
H -3.102 -5.286 1.066
H -1.625 -4.440 1.656
H -3.113 -3.217 3.177
H -3.833 -4.732 3.186
H -4.254 -2.562 1.383
C 1.107 2.913 -5.387
C -0.264 3.509 -5.794
O -1.256 2.664 -5.226
H 1.321 1.998 -5.939
H 1.141 2.534 -4.365
H 1.923 3.594 -5.629
H -0.304 3.680 -6.870
H -0.245 4.489 -5.317
H -0.981 2.519 -4.318
C 3.560 0.868 2.752
C 3.425 0.273 4.168
O 2.170 0.667 4.683
H 2.914 0.362 2.034
H 4.536 0.695 2.298
H 3.545 1.958 2.777
H 4.294 0.254 4.826
H 3.399 -0.780 3.885
H 1.625 0.712 3.893
```

The calculation puts the gap between HOMO and LUMO at 6.44 eV. Its energy relative to the best compared isomer or geometry (same formula, charge and spin) is 58.5 kcal per mole. The LUMO energy is 2.85 eV. For the largest force on an atom, the calculation gives 0.0561 Eh/bohr. The spin multiplicity is 1. The total charge is -1.

4.
Computed, not measured: a cluster of 2 separate species, C6H18BrO5P2 in total in a non-equilibrium geometry, with wB97M-V/def2-TZVPD.

The geometry in XYZ format:
```
32
Properties=species:S:1:pos:R:3
O -3.326 0.832 -2.684
P -4.621 1.658 -2.996
Br -6.276 0.405 -3.354
H -2.957 0.435 -3.497
H -4.429 2.477 -4.110
H -4.835 2.425 -1.856
O 0.532 -0.232 -1.087
P 0.594 0.062 0.350
O 0.944 -1.230 1.208
C 1.817 -2.259 0.710
C 3.281 -1.943 0.914
O -0.934 0.312 0.838
C -1.985 0.303 -0.109
C -2.590 -1.088 -0.236
O 1.181 1.267 1.163
C 2.296 1.255 2.071
C 3.594 1.640 1.391
H 1.611 -2.452 -0.344
H 1.551 -3.161 1.259
H 3.578 -1.070 0.330
H 3.895 -2.785 0.596
H 3.499 -1.740 1.963
H -1.629 0.676 -1.066
H -2.744 1.008 0.249
H -1.809 -1.844 -0.304
H -3.233 -1.170 -1.114
H -3.191 -1.321 0.644
H 2.362 0.303 2.595
H 2.049 2.001 2.825
H 3.706 1.134 0.432
H 4.444 1.389 2.026
H 3.622 2.711 1.194
```

The calculation puts the gap between HOMO and LUMO at 8.17 eV. The LUMO energy is -4.51 eV. For the largest force on an atom, the calculation gives 0.0696 Eh/bohr. The spin multiplicity is 1. The total charge is +1.